[1]
81
Properties=species:S:1:pos:R:3:mulliken_charge:R:1 method="wB97M-V/def2-TZVPD" max_force_ev_per_a=3.3 gap_ev="4.93 / 4.93" lumo_energy_ev="-3.5 / -3.5" e_tot_ev=-88686.39081 total_charge=+1
Hg -0.9184 0.5164 -1.2322 0.232
P 2.1979 -1.2666 -1.6432 1.179
C 1.9407 -0.9895 -3.3556 -1.279
C 0.7475 -1.2019 -4.1129 0.253
N -0.4629 -0.6775 -3.7088 0.317
C -1.5743 -0.9992 -4.3627 0.512
C -1.5342 -1.7563 -5.5386 -0.777
C -0.3191 -2.2251 -6.0070 -0.554
C 0.8334 -1.9938 -5.2850 -0.857
C -2.9437 -0.4869 -3.9110 -0.912
P -2.9649 1.1612 -3.1800 0.819
H 1.8217 -2.3301 -5.5905 0.483
H -2.4527 -1.9306 -6.0868 0.423
H -0.2821 -2.8183 -6.9062 0.427
H -3.5536 -0.3777 -4.8300 0.420
H -3.3757 -1.2068 -3.1871 0.378
H 4.6717 3.1044 -4.3226 0.306
H 2.8981 -0.8199 -3.8708 0.396
H -0.6729 3.8588 -3.4329 0.261
O 4.0384 2.4394 -4.6015 -0.616
H 4.6193 1.6887 -4.8269 0.309
H -1.6491 1.2775 -2.5149 0.236
O -0.0242 3.4157 -2.8686 -0.576
H 0.3821 2.7913 -3.5017 0.320
C -2.9401 2.3609 -4.4937 -1.387
H -3.6402 2.0667 -5.2891 0.414
H -3.2706 3.3215 -4.0797 0.377
H -1.9371 2.4566 -4.9299 0.317
C -4.3189 1.3752 -2.0331 -1.087
H -4.1640 2.2389 -1.3563 0.343
H -5.2089 1.5641 -2.6687 0.418
H -4.4498 0.4611 -1.4200 0.373
C 3.1469 -2.8094 -1.3518 -1.322
H 4.2225 -2.5776 -1.3765 0.383
H 2.8704 -3.2544 -0.3849 0.332
H 2.9069 -3.5140 -2.1597 0.373
C 3.3843 0.0169 -1.1413 -1.032
H 3.2020 0.4302 -0.1402 -0.179
H 4.3911 -0.4221 -1.1958 0.468
H 3.3011 0.8008 -1.9073 0.389
C 3.4829 -0.4620 2.8551 -1.085
Si 2.0413 0.7550 2.9099 0.399
C 1.8476 1.4708 4.6420 -0.963
C 2.2815 2.1543 1.6783 -1.057
Si 0.0817 -0.3908 2.3443 0.721
Te 0.1325 -1.5477 -0.0090 -0.435
Si -0.2104 -2.2028 3.8201 0.104
C 0.1170 -1.6797 5.6072 -0.966
C -1.9920 -2.7997 3.6475 -1.044
C 0.9994 -3.5711 3.3583 -0.988
Si -1.7057 1.0927 2.7513 0.054
C -1.9676 1.2039 4.6165 -0.987
C -1.2979 2.8043 2.0772 -0.836
C -3.2586 0.4182 1.9183 -0.468
H 4.4118 0.1267 2.9363 0.428
H 3.5185 -1.0404 1.9188 0.200
H 3.4440 -1.1672 3.7002 0.311
H 2.7954 1.9813 4.8717 0.415
H 1.0399 2.2137 4.6958 0.229
H 1.6747 0.7069 5.4102 0.226
H 1.9542 1.8981 0.6616 0.179
H 1.7328 3.0512 1.9943 0.330
H 3.3551 2.3955 1.6596 0.456
H -0.5794 -0.9138 5.9731 0.305
H -0.0091 -2.5800 6.2285 0.408
H 1.1423 -1.3154 5.7542 0.257
H -2.2414 -3.0330 2.6026 0.301
H -2.0853 -3.7256 4.2364 0.396
H -2.7248 -2.0718 4.0244 0.269
H 0.7814 -3.9793 2.3609 0.292
H 2.0431 -3.2236 3.3745 0.249
H 0.8857 -4.3776 4.1010 0.373
H -1.0785 1.5581 5.1544 0.272
H -2.7736 1.9360 4.7757 0.408
H -2.2835 0.2489 5.0576 0.242
H -1.0989 2.7886 0.9948 0.166
H -2.1792 3.4398 2.2583 0.397
H -0.4344 3.2550 2.5864 0.209
H -3.1613 0.4098 0.8212 -0.326
H -3.5055 -0.6009 2.2506 0.287
H -4.0947 1.0850 2.1851 0.393

***

[2]
26
Properties=species:S:1:pos:R:3:mulliken_charge:R:1 method="wB97M-V/def2-TZVPD" max_force_ev_per_a=6.6 gap_ev="4.62 / 4.62" lumo_energy_ev="-1.7 / -1.7" de_lowest_kj_mol=294.42 e_tot_ev=-38704.06543 total_charge=0
C -1.1468 -0.9165 3.6088 -0.573
C -1.5436 -2.0208 2.9144 -0.266
C -0.4348 -0.0162 2.7800 0.191
C 1.1231 1.4808 -2.1330 0.828
C -1.3363 -2.3250 1.4218 -1.110
C -0.7707 -1.0866 0.6299 0.284
C 1.2778 3.4052 -3.2996 -0.691
C 0.4158 -1.4837 -0.2388 -0.812
N -0.2747 0.0003 1.4042 0.092
N 0.6949 0.2292 -2.1014 -0.104
N 1.0193 -0.1722 -0.6291 -0.075
O 1.3963 2.1588 -1.1337 -0.644
O 1.0932 2.0365 -3.3176 -0.327
S -0.0135 -0.8156 -3.2325 -0.468
S 0.5933 1.0591 0.4533 0.018
H -1.2467 -0.6811 4.7558 0.286
H -2.0973 -2.7944 3.4168 0.401
H -0.0192 0.8304 3.2662 0.401
H -0.5786 -3.0624 1.3196 0.418
H -2.1784 -2.5973 0.8922 0.469
H -1.3992 -0.6888 -0.2283 0.287
H 1.2931 3.9117 -4.3250 0.199
H 2.2317 3.6116 -2.7767 0.271
H 0.5986 3.8739 -2.6853 0.343
H 0.1476 -1.9122 -1.1757 0.188
H 1.1552 -2.0244 0.4138 0.395

***

[3]
60
Properties=species:S:1:pos:R:3:mulliken_charge:R:1 method="wB97M-V/def2-TZVPD" max_force_ev_per_a=17.5 gap_ev=1.24 lumo_energy_ev=-1.4 e_tot_ev=-147068.96114 total_charge=-1
C 1.8760 -0.0370 3.1806 -0.598
C 1.1849 -0.2234 2.0630 -0.623
C 0.5527 -0.4269 0.5893 1.465
C -0.0233 -1.9371 0.6620 0.417
C -1.4819 -2.0938 -0.0794 -0.805
C -2.5900 -1.6122 0.9947 -0.552
C -3.9021 -0.9125 0.3562 -0.314
C -4.3543 0.3587 1.2769 -0.428
C -3.8819 1.7665 0.5872 -0.539
C 1.7907 -0.1016 -0.3983 1.329
O 1.4326 1.2552 -0.8198 -0.311
C -0.0004 1.1647 -0.9700 0.504
O -0.6913 1.4384 -1.9898 -0.526
O -0.4201 0.6501 0.3268 -0.069
H 2.6775 -0.1142 4.0129 0.354
H -0.2450 -2.1573 1.7870 0.096
H 0.7367 -2.7481 0.3299 -0.573
H -1.5883 -3.2389 -0.2723 0.375
H -1.5264 -1.5633 -1.0976 0.329
H -2.0618 -0.9152 1.7515 0.158
H -2.9423 -2.5365 1.5983 0.380
H -4.7758 -1.7176 0.4336 0.074
H -3.7967 -0.6085 -0.7480 0.335
H -3.8405 0.3342 2.3242 0.220
H -5.4905 0.3407 1.4851 0.289
H -2.9083 1.5562 -0.0027 -0.062
H -4.6922 2.1994 -0.1355 0.196
H -3.6428 2.5045 1.4599 0.279
H 1.8182 -0.6971 -1.3859 0.541
H 2.6920 -0.1422 0.3124 -1.928
C 1.3814 -3.3008 5.8191 -1.022
C 0.1612 -3.1657 4.9168 0.847
O -0.8875 -2.6624 5.4654 -0.485
O 0.3260 -3.5579 3.7477 -0.609
H 1.1726 -2.9387 6.8283 0.360
H 1.6806 -4.3489 5.8832 0.335
H 2.2117 -2.7195 5.4078 0.231
Li 4.3814 -0.0454 1.1513 0.131
Be 2.6206 -3.4001 0.1075 -0.060
Br -6.6576 -1.5395 0.3044 -0.706
F -8.5844 4.3854 -2.0723 -0.429
Al -6.8104 4.4029 -2.1633 0.895
F -6.2645 3.1915 -3.3425 -0.426
F -6.1302 4.0291 -0.5667 -0.391
F -6.2597 6.0379 -2.6817 -0.171
C 3.3423 1.0870 -3.2034 -0.205
O 4.5742 0.3663 -3.2739 -0.145
C 5.5623 1.0177 -3.9207 1.011
O 5.4799 2.1270 -4.4247 -0.658
O 6.6628 0.2262 -3.9134 -0.455
C 7.7997 0.7912 -4.5680 -0.984
H 2.6232 0.4728 -2.6677 -0.244
H 3.4734 2.0220 -2.6513 0.336
H 2.9514 1.2798 -4.2058 0.375
H 8.1114 1.7150 -4.0709 0.446
H 7.5852 0.9728 -5.6243 0.376
H 8.6187 0.0734 -4.5020 0.241
Cs 6.7652 2.4917 -2.8123 0.559
Cl -1.1048 -4.4255 6.6055 -0.182
Cl -4.5908 5.6412 -3.1546 0.015

***

[4]
30
Properties=species:S:1:pos:R:3:mulliken_charge:R:1 method="wB97M-V/def2-TZVPD" max_force_ev_per_a=2.3 gap_ev="4.28 / 4.28" lumo_energy_ev="-0.8 / -0.8" de_lowest_kj_mol=0.00 e_tot_ev=-31785.68679 total_charge=0
C -0.3968 0.2867 -2.4647 -0.633
C -1.2065 1.2878 -1.8033 -0.522
C -0.3196 2.2302 -1.1845 -0.588
C 1.0276 1.8065 -1.4126 -0.516
C 0.9973 0.5987 -2.1869 -0.469
Bi -0.1374 -0.3574 0.1145 0.686
P -0.0560 -2.9058 0.4432 -0.304
H -0.7551 -0.4869 -3.1510 0.453
H -2.2873 1.3665 -1.8791 0.413
H -0.6232 3.1641 -0.7058 0.384
H 1.8536 0.0890 -2.6348 0.386
H 1.9292 2.3556 -1.1353 0.410
H 1.2145 -3.3691 -0.0820 0.133
H -1.2619 -3.3482 -0.2328 0.137
H -0.1527 -3.0838 1.8689 0.101
N -0.4490 -0.1809 7.3761 -0.275
C 0.6197 0.2285 6.6402 0.297
O 1.6618 0.6377 7.1345 -0.628
C 0.4012 0.1414 5.1749 1.064
C -0.7962 -0.2914 4.5777 -0.669
C -0.8971 -0.2593 3.1865 -0.548
N 0.1156 0.2376 2.4157 -0.447
C 1.3218 0.5377 2.9812 -0.275
C 1.4650 0.5447 4.3653 -0.552
H -0.3632 -0.1474 8.3562 0.223
H -1.2987 -0.5155 6.9404 0.150
H -1.6570 -0.6491 5.1358 0.227
H -1.7684 -0.6483 2.6567 0.501
H 2.1372 0.7827 2.3165 0.398
H 2.3823 0.8807 4.8075 0.463

***

[5]
14
Properties=species:S:1:pos:R:3:mulliken_charge:R:1 method="wB97M-V/def2-TZVPD" max_force_ev_per_a=0.3 gap_ev=10.68 lumo_energy_ev=0.9 de_lowest_kj_mol=117.06 e_tot_ev=-8372.06845 smiles=O[C@@H]1CCOC1 total_charge=0
O -0.7429 1.6448 0.6476 -0.548
C -0.5570 0.7226 -0.4115 -0.026
C -0.8917 -0.7091 0.0129 -0.480
C 0.4016 -1.1242 0.7100 -0.502
O 1.4525 -0.4425 0.0294 -0.387
C 0.9141 0.5819 -0.8002 -0.546
H -0.0267 1.5153 1.2835 0.357
H -1.1807 1.0815 -1.2344 0.374
H -1.7674 -0.7352 0.6658 0.304
H -1.0794 -1.3379 -0.8656 0.294
H 0.3902 -0.8235 1.7692 0.254
H 0.5963 -2.2006 0.6725 0.303
H 1.0326 0.3107 -1.8584 0.313
H 1.4583 1.5161 -0.6207 0.290

***

[6]
116
Properties=species:S:1:pos:R:3:mulliken_charge:R:1 method="wB97M-V/def2-TZVPD" max_force_ev_per_a=2.7 gap_ev=2.82 lumo_energy_ev=1.4 de_lowest_kj_mol=494.45 e_tot_ev=-58206.66482 total_charge=-1
C 2.2317 0.2722 0.0654 -0.913
C 0.7594 0.2993 -0.7251 0.713
C 0.4187 -1.2020 -1.3786 -0.703
C -0.4616 0.8503 0.2315 -0.486
C -1.3852 2.0146 -0.5364 0.382
C -0.4925 3.3969 -0.7279 -1.046
C -1.8754 1.3349 -1.9447 0.057
O -2.9858 2.0206 -2.6204 -0.345
C -4.2709 1.8340 -1.9306 -0.453
C -4.8073 0.2569 -2.0612 0.336
C -5.3686 -0.3571 -0.6479 0.396
N -4.3898 -0.3148 0.5046 -0.310
N -5.6594 -1.8499 -0.9052 -0.865
N -6.7104 0.2878 -0.3746 -0.656
H 2.3881 1.3361 0.5289 0.178
H 3.0286 0.0987 -0.8053 0.310
H 2.3183 -0.6152 0.8247 0.030
H 0.9416 1.0171 -1.6601 -0.003
H -0.1113 -1.0493 -2.4123 0.053
H -0.1879 -1.8742 -0.6343 0.245
H 1.4632 -1.7206 -1.5858 0.149
H -0.1165 1.2131 1.2919 0.137
H -1.2010 -0.0669 0.3788 0.206
H -2.2401 2.2770 0.2183 0.224
H -1.1627 4.2526 -1.1676 0.345
H 0.4931 3.1913 -1.3290 0.218
H -0.1827 3.7321 0.3743 0.091
H -0.9433 1.4062 -2.6874 0.009
H -2.0369 0.1930 -1.7481 -0.040
H -4.1697 1.9948 -0.7546 -0.216
H -3.9721 -0.4290 -2.5360 -0.768
H -5.6900 0.2880 -2.8310 0.277
H -4.4357 0.6410 0.9707 0.263
H -4.6202 -1.0021 1.2599 0.108
H -4.8512 -2.3822 -0.4616 0.315
H -5.5815 -1.9976 -1.9439 0.334
H -6.6543 1.0755 0.3080 0.299
H -7.3464 -0.4824 -0.0081 0.288
C 5.6438 -0.1212 1.2005 -0.199
O 5.2784 -0.9183 0.0890 -0.474
H 5.0757 0.8115 1.1708 0.032
H 5.4136 -0.6562 2.1251 0.104
H 6.7121 0.1037 1.1533 0.305
H 5.7982 -1.7384 0.1421 0.265
C 7.7438 0.4925 4.5823 -0.447
O 7.3784 -0.3047 3.4708 -0.313
H 7.1757 1.4252 4.5526 0.252
H 7.5136 -0.0426 5.5069 0.050
H 8.8121 0.7173 4.5351 0.248
H 7.8982 -1.1247 3.5239 0.256
C -1.2325 2.6184 3.8104 -0.683
O -0.0881 2.3914 3.0085 -0.377
H -1.6039 1.6594 4.1790 0.216
H -0.9641 3.2531 4.6585 0.285
H -2.0084 3.1012 3.2113 0.290
H 0.2188 3.2595 2.6959 0.231
C -4.5776 0.0186 -5.5745 -0.316
O -5.2891 -0.9892 -4.8797 -0.468
H -3.7304 0.3401 -4.9643 0.095
H -4.2101 -0.3814 -6.5227 0.368
H -5.2366 0.8708 -5.7572 0.120
H -6.0343 -1.2545 -5.4451 0.253
C 4.5461 4.2227 1.5475 -0.412
O 4.3077 4.0924 2.9369 -0.524
H 4.8464 5.2511 1.3335 0.285
H 5.3470 3.5419 1.2489 0.190
H 3.6315 3.9903 0.9966 0.167
H 4.0432 3.1704 3.0964 0.303
C 6.2759 -2.2492 6.8992 -0.594
O 7.4175 -2.1916 6.0638 -0.424
H 5.9578 -1.2314 7.1367 0.241
H 5.4681 -2.7690 6.3782 0.244
H 6.5259 -2.7756 7.8235 0.298
H 7.6766 -3.1085 5.8700 0.257
C -6.0241 5.3481 -2.1008 -0.468
O -4.8825 5.4057 -2.9362 -0.538
H -6.3422 6.3659 -1.8633 0.247
H -6.8319 4.8283 -2.6218 0.177
H -5.7741 4.8217 -1.1765 0.191
H -4.6234 4.4888 -3.1300 0.324
C 9.5507 -4.0065 2.2592 -0.610
O 8.8510 -3.1767 3.1683 -0.469
H 10.6061 -3.7244 2.2608 0.210
H 9.4541 -5.0501 2.5686 0.263
H 9.1418 -3.8737 1.2546 0.258
H 7.9182 -3.4501 3.1451 0.273
C -1.8438 -2.9137 -4.5141 -0.640
O -2.6235 -2.3710 -3.4644 -0.388
H -0.8607 -3.1852 -4.1227 0.115
H -2.3350 -3.8059 -4.9102 0.349
H -1.7259 -2.1684 -5.3045 0.274
H -3.4893 -2.1396 -3.8415 0.166
C -7.8325 2.2015 -6.6800 -0.524
O -6.6881 1.9745 -7.4820 -0.503
H -8.2039 1.2424 -6.3114 0.200
H -7.5641 2.8362 -5.8320 0.243
H -8.6084 2.6843 -7.2792 0.292
H -6.3812 2.8426 -7.7946 0.294
C -4.4550 -2.2932 4.4057 -0.504
O -5.1406 -2.8194 3.2842 -0.493
H -4.3552 -1.2120 4.2858 0.185
H -5.0237 -2.5060 5.3142 0.275
H -3.4616 -2.7437 4.4708 0.253
H -5.2140 -3.7795 3.4187 0.286
C 2.8604 -1.9213 3.4652 -0.262
O 2.1489 -2.9291 4.1600 -0.585
H 3.7076 -1.5997 4.0754 0.132
H 3.2279 -2.3213 2.5170 0.213
H 2.2014 -1.0690 3.2825 0.179
H 1.4037 -3.1943 3.5946 0.306
C 3.0405 -3.7054 -3.6171 -0.569
O 1.9992 -2.7462 -3.6114 -0.395
H 2.6222 -4.6854 -3.3760 0.219
H 3.4988 -3.7410 -4.6085 0.277
H 3.7888 -3.4365 -2.8675 0.197
H 2.4003 -1.8875 -3.8283 0.266

***

[7]
13
Properties=species:S:1:pos:R:3:mulliken_spin:R:1 method="wB97M-V/def2-TZVPD" max_force_ev_per_a=4.1 s_squared=0.750 multiplicity=2 gap_ev="3.48 / 10.86" lumo_energy_ev="0.2 / 0.4" de_lowest_kj_mol=135.33 e_tot_ev=-24660.26543 total_charge=0
O 0.0478 0.3387 1.3468 0.031
C -1.3060 0.2370 1.3727 -0.217
K -4.1178 -0.8320 1.6094 1.254
O -1.7958 0.2211 0.0841 -0.090
C 0.6699 0.5578 0.1020 0.003
H 0.8106 1.6295 -0.0897 -0.001
C 1.8929 -0.2901 -0.0636 -0.003
H 2.5964 -0.1498 0.7730 0.000
H 1.6234 -1.3553 -0.1156 0.003
H 2.4157 -0.0103 -0.9883 0.000
C -0.8621 0.0744 -1.0164 0.019
H -0.5996 -0.9871 -1.1606 0.010
H -1.3754 0.5660 -1.8538 -0.008

***

[8]
24
Properties=species:S:1:pos:R:3:mulliken_charge:R:1 method="wB97M-V/def2-TZVPD" max_force_ev_per_a=4.9 gap_ev=10.60 lumo_energy_ev=0.7 de_lowest_kj_mol=306.09 e_tot_ev=-20362.54622 smiles="CCN([N+](=O)[O-])[Si](C)(C)C" total_charge=0
C -1.5721 -2.2452 -0.4699 -1.159
C -1.1828 -1.2693 0.7124 -0.558
N -0.8666 0.0283 0.3195 0.332
N -1.9254 0.8122 0.0591 0.892
O -3.0441 0.4391 0.2760 -0.661
O -1.6304 1.8487 -0.4515 -0.678
Si 0.8015 0.7450 -0.0320 0.336
C 1.9962 -0.6884 0.3978 -1.286
C 1.0657 1.0137 -1.8587 -1.086
C 0.8535 2.1259 1.3179 -1.176
H -0.6800 -2.4961 -1.0783 0.228
H -2.0551 -3.1808 -0.1775 0.375
H -2.2564 -1.8577 -1.1598 0.394
H -1.8976 -1.2523 1.4549 0.462
H -0.1813 -1.6916 1.1473 0.260
H 1.8115 -0.9708 1.3781 0.359
H 1.7088 -1.4303 -0.2424 0.365
H 3.0211 -0.5091 0.2473 0.408
H 0.4976 1.8918 -2.0984 0.320
H 2.0516 1.2954 -1.9837 0.395
H 0.8298 0.1837 -2.4836 0.364
H 1.0090 1.7502 2.2731 0.365
H 1.6937 2.7919 1.1500 0.384
H -0.0482 2.6656 1.3027 0.365